{"formula": "C12H7BeN2O5", "method": "ωB97M-V/def2-TZVPD", "species": ["O", "C", "Be", "C", "O", "C", "O", "C", "O", "C", "O", "H", "N", "C", "N", "C", "C", "C", "C", "C", "C", "H", "H", "H", "H", "H", "H"], "positions_angstrom": [[1.340, 3.039, -1.513], [1.349, 1.915, -1.022], [0.737, 0.963, 0.076], [1.647, 1.169, 1.544], [2.241, 1.256, 2.525], [-0.043, 4.409, 0.778], [-0.852, 3.637, 0.407], [2.063, 0.776, -1.492], [2.784, 0.292, -2.297], [1.226, 4.706, 1.252], [2.138, 3.892, 1.381], [1.089, 5.762, 1.436], [-2.518, -0.778, -0.428], [-1.752, 0.321, -0.352], [-0.488, -0.041, -0.096], [-0.440, -1.445, 0.005], [0.653, -2.306, 0.105], [0.387, -3.680, -0.012], [-0.924, -4.154, -0.210], [-2.009, -3.269, -0.320], [-1.725, -1.915, -0.201], [-3.516, -0.791, -0.621], [-2.112, 1.338, -0.480], [1.647, -1.881, 0.251], [1.206, -4.397, 0.053], [-1.089, -5.230, -0.283], [-3.039, -3.586, -0.488]], "total_charge": 1, "lumo_ev": [-5.076, -4.993], "homo_energy_ev": [-11.9, -11.8]}

{"formula": "C12H7Cl2N2O", "method": "ωB97M-V/def2-TZVPD", "species": ["N", "Cl", "Cl", "N", "O", "C", "C", "C", "C", "C", "C", "C", "C", "C", "C", "C", "C", "H", "H", "H", "H", "H", "H", "H"], "positions_angstrom": [[-4.154, -1.728, -0.436], [4.366, 0.864, -3.276], [-1.690, -0.073, 5.025], [-3.271, -1.382, 0.312], [-0.989, -0.207, -0.880], [2.032, 1.484, -2.036], [2.425, -0.891, -2.368], [-0.377, 0.493, 2.732], [-2.528, -0.560, 2.397], [0.783, 1.340, -1.517], [1.132, -1.037, -1.752], [-0.160, 0.432, 1.365], [2.807, 0.457, -2.498], [-1.585, -0.030, 3.265], [-2.312, -0.679, 1.057], [0.307, 0.008, -1.380], [-1.121, -0.121, 0.479], [2.369, 2.569, -2.146], [3.068, -1.785, -2.603], [0.490, 0.932, 3.273], [-3.368, -1.075, 2.806], [0.194, 2.222, -1.177], [0.842, -2.116, -1.659], [0.738, 0.884, 1.016]], "total_charge": 1, "lumo_ev": -6.393, "homo_energy_ev": -12.3}

{"formula": "C12H7Cl3N3O2SbScSe4Si", "method": "ωB97M-V/def2-TZVPD", "species": ["Sc", "O", "N", "O", "C", "C", "C", "C", "C", "C", "N", "C", "C", "N", "C", "C", "C", "C", "H", "H", "H", "H", "H", "H", "H", "Se", "Sb", "Se", "Se", "Se", "Cl", "Si", "Cl", "Cl"], "positions_angstrom": [[-1.938, -0.568, -1.777], [3.620, 0.170, 3.568], [2.476, -0.225, 3.505], [1.808, -0.557, 4.468], [1.861, -0.340, 2.171], [2.716, -0.489, 1.142], [2.230, -0.665, -0.188], [3.072, -0.745, -1.301], [2.518, -0.824, -2.555], [1.129, -0.858, -2.675], [0.316, -0.814, -1.631], [0.850, -0.683, -0.402], [-0.059, -0.527, 0.710], [-1.380, -0.561, 0.420], [-2.253, -0.310, 1.380], [-1.859, -0.021, 2.683], [-0.526, -0.034, 3.004], [0.427, -0.319, 2.006], [3.780, -0.456, 1.328], [4.145, -0.699, -1.163], [3.130, -0.848, -3.444], [0.656, -0.925, -3.648], [-3.298, -0.297, 1.099], [-2.604, 0.228, 3.423], [-0.208, 0.187, 4.009], [-0.399, 5.525, -1.983], [-0.470, 3.654, -0.510], [-1.962, 1.741, -2.074], [1.576, 2.387, -0.247], [-1.934, 3.577, 1.390], [-4.609, -0.820, -1.460], [-4.434, -0.600, -3.679], [-2.413, -2.316, -3.426], [-5.962, -1.969, -4.142]], "total_charge": -1, "lumo_ev": 0.730, "homo_energy_ev": -4.2}

{"formula": "C12H7Cl3N3O2SbScSe4Si", "method": "ωB97M-V/def2-TZVPD", "species": ["Sc", "O", "N", "O", "C", "C", "C", "C", "C", "C", "N", "C", "C", "N", "C", "C", "C", "C", "H", "H", "H", "H", "H", "H", "H", "Se", "Sb", "Se", "Se", "Se", "Cl", "Si", "Cl", "Cl"], "positions_angstrom": [[-0.508, 0.636, 0.057], [4.966, 0.388, 5.499], [3.804, 0.066, 5.376], [3.105, -0.353, 6.279], [3.205, 0.156, 4.029], [4.059, -0.021, 3.001], [3.573, -0.026, 1.662], [4.401, -0.185, 0.546], [3.857, -0.136, -0.714], [2.481, 0.043, -0.839], [1.677, 0.177, 0.203], [2.207, 0.182, 1.444], [1.328, 0.431, 2.550], [0.032, 0.708, 2.235], [-0.787, 1.084, 3.202], [-0.389, 1.101, 4.551], [0.880, 0.748, 4.887], [1.800, 0.408, 3.860], [5.113, -0.160, 3.196], [5.466, -0.322, 0.688], [4.468, -0.227, -1.600], [2.013, 0.087, -1.815], [-1.798, 1.336, 2.920], [-1.104, 1.415, 5.297], [1.192, 0.747, 5.918], [0.470, 6.467, 0.001], [0.392, 4.423, 1.220], [-0.714, 2.819, -0.800], [2.536, 3.426, 1.753], [-1.319, 4.209, 2.938], [-2.937, -0.203, 0.600], [-3.270, -0.313, -1.708], [-0.948, -0.886, -1.924], [-3.940, -2.346, -1.739]], "total_charge": -1, "lumo_ev": 0.615, "homo_energy_ev": -4.2}

Summary of energy relative to the best compared isomer or geometry (same formula, charge and spin) in kcal/mol
63.98 0.00 13.88 0.00
(order as listed above)
Summary of electronic energy in eV
-26165.3616 -42620.0314 -355198.5649 -355199.1669
(order as listed above)